## a
Computed, not measured: an isolated molecule of C5H13N, with wB97M-V/def2-TZVPD.

The calculation puts the HOMO-LUMO gap at 9.6 eV. The HOMO energy is -8.4 eV. The SMILES is CCCN(C)C. The spin multiplicity is 1.

Each atom is followed by the atoms it is bonded to, with distances in Å.
Positions of all 19 atoms, in Å:
1 H -1.028 2.154 -1.871  C13 1.080
2 C -0.375 -0.553 -0.041  C3 1.515, H6 1.094, N11 1.463, H12 1.103
3 C 0.687 -0.979 0.953  C2 1.515, C4 1.528, H5 1.093, H9 1.089
4 C 1.437 -2.223 0.479  C3 1.528, H7 1.088, H10 1.096, H18 1.085
5 H 1.455 -0.219 1.117  C3 1.093
6 H -0.233 -1.149 -0.948  C2 1.094
7 H 2.349 -2.439 1.032  C4 1.088
8 H -1.229 2.192 0.799  C16 1.095
9 H 0.238 -1.207 1.919  C3 1.089
10 H 1.741 -2.079 -0.565  C4 1.096
11 N -0.195 0.824 -0.500  C2 1.463, C13 1.455, C16 1.445
12 H -1.419 -0.699 0.283  C2 1.103
13 C -1.171 1.139 -1.533  H1 1.080, N11 1.455, H14 1.094, H19 1.097
14 H -1.067 0.403 -2.336  C13 1.094
15 H 0.268 1.492 1.451  C16 1.088
16 C -0.230 1.824 0.543  H8 1.095, N11 1.445, H15 1.088, H17 1.092
17 H 0.377 2.683 0.251  C16 1.092
18 H 0.818 -3.114 0.472  C4 1.085
19 H -2.189 1.014 -1.144  C13 1.097

Mulliken atomic charge list, values in e, 5 entries: H 0.33; C -0.56; C -0.32; C -1.46; H 0.37

## b
Computed, not measured: an isolated molecule of C5H13N, with wB97M-V/def2-TZVPD.

The calculation puts the HOMO-LUMO gap at 10.7 eV. The HOMO energy is -9.6 eV. The SMILES is CC[C@@H](C)CN. The spin multiplicity is 1.

Each atom is followed by the atoms it is bonded to, with distances in Å.
Positions of all 19 atoms, in Å:
1 C 0.821 -0.430 0.961  H12 1.085, H13 1.103, C16 1.568, N19 1.466
2 C 0.205 1.173 -0.902  H4 1.101, H6 1.093, C9 1.533, C16 1.568
3 H -0.781 -2.243 -0.850  C14 1.089
4 H 0.250 1.185 -2.001  C2 1.101
5 H -1.818 2.077 -1.163  C9 1.097
6 H 1.200 1.400 -0.509  C2 1.093
7 H -1.264 2.044 0.412  C9 1.098
8 H -1.194 -0.055 0.212  C16 1.091
9 C -0.883 2.211 -0.604  C2 1.533, H5 1.097, H7 1.098, H11 1.093
10 H -0.158 -1.190 -2.198  C14 1.098
11 H -0.581 3.256 -0.708  C9 1.093
12 H 1.653 -0.608 0.286  C1 1.085
13 H 0.925 0.572 1.411  C1 1.103
14 C -0.109 -1.432 -1.129  H3 1.089, H10 1.098, C16 1.562, H17 1.085
15 H -0.690 -1.632 1.642  N19 1.017
16 C -0.194 -0.174 -0.207  C1 1.568, C2 1.568, H8 1.091, C14 1.562
17 H 0.880 -1.871 -1.049  C14 1.085
18 H 0.673 -2.187 1.993  N19 1.020
19 N 0.203 -1.282 1.980  C1 1.466, H15 1.017, H18 1.020

Mulliken atomic charge list, values in e, 5 entries: C -0.81; C -0.48; H 0.32; H 0.33; H 0.34

The most stable of them is a.

## a
Computed, not measured: an isolated molecule of C5H13N, with wB97M-V/def2-TZVPD.

The calculation puts the HOMO-LUMO gap at 10.3 eV. The HOMO energy is -9.1 eV. The SMILES is CCC[C@@H](C)N. The spin multiplicity is 1.

Each atom is followed by the atoms it is bonded to, with distances in Å.
Positions of all 19 atoms, in Å:
1 H 0.958 -2.737 1.167  C17 1.112
2 N 0.229 0.499 1.523  H5 1.062, H12 0.975, C19 1.416
3 H 0.413 2.147 -0.664  C4 1.167
4 C -0.660 1.982 -1.092  H3 1.167, H6 1.052, C7 1.635, H11 1.150
5 H 0.321 0.320 2.566  N2 1.062
6 H -0.716 2.187 -2.123  C4 1.052
7 C -1.280 0.476 -0.944  C4 1.635, C8 1.486, H13 1.058, H16 1.165
8 C -0.108 -0.409 -0.723  C7 1.486, H10 1.209, H14 1.107, C19 1.541
9 H 1.870 -1.738 -0.062  C17 1.138
10 H 0.845 -0.016 -1.355  C8 1.209
11 H -1.382 2.570 -0.417  C4 1.150
12 H 0.886 1.111 1.142  N2 0.975
13 H -2.031 0.224 -0.242  C7 1.058
14 H -0.293 -1.396 -1.190  C8 1.107
15 H 2.205 -1.534 1.704  C17 1.228
16 H -1.822 0.037 -1.877  C7 1.165
17 C 1.282 -1.704 0.911  H1 1.112, H9 1.138, H15 1.228, C19 1.534
18 H -0.849 -1.322 0.904  C19 1.171
19 C 0.133 -0.697 0.771  N2 1.416, C8 1.541, C17 1.534, H18 1.171

Mulliken atomic charge list, values in e, 5 entries: H 0.28; N -0.48; H 0.30; C -1.07; H 0.25

## b
Computed, not measured: a cluster of 2 separate species, C5H13N in total, with wB97M-V/def2-TZVPD.

The calculation puts the HOMO-LUMO gap at 10.0 eV. The HOMO energy is -8.8 eV. The SMILES is C=CC.CCN. The spin multiplicity is 1.

Each atom is followed by the atoms it is bonded to, with distances in Å.
Positions of all 19 atoms, in Å:
1 H -2.735 1.637 -0.641  C7 1.086
2 H 0.602 -0.476 -1.217  C9 1.079
3 H -1.964 -1.241 1.802  C13 1.097
4 H -3.345 -1.215 0.763  C13 1.106
5 N 2.200 -0.664 0.957  H14 1.008, C15 1.472, H17 1.009
6 H -1.126 -0.884 -0.512  C19 1.073
7 C -1.896 0.972 -0.826  H1 1.086, H18 1.072, C19 1.346
8 H 0.514 1.033 -0.454  C9 1.092
9 C 1.190 0.412 -1.046  H2 1.079, H8 1.092, H10 1.081, C15 1.529
10 H 1.415 0.879 -1.995  C9 1.081
11 H -2.940 0.186 1.819  C13 1.082
12 H 3.063 0.979 0.094  C15 1.091
13 C -2.538 -0.568 1.154  H3 1.097, H4 1.106, H11 1.082, C19 1.512
14 H 2.204 -0.186 1.844  N5 1.008
15 C 2.467 0.133 -0.252  N5 1.472, C9 1.529, H12 1.091, H16 1.092
16 H 3.122 -0.406 -0.940  C15 1.092
17 H 2.593 -1.575 1.140  N5 1.009
18 H -1.280 1.039 -1.701  C7 1.072
19 C -1.828 -0.173 -0.121  H6 1.073, C7 1.346, C13 1.512

Mulliken atomic charge list, values in e, 5 entries: H 0.30; H 0.21; H 0.29; H 0.27; N -0.48

The most stable of them is b.

## a
Computed, not measured: an isolated molecule of C5H13N, with wB97M-V/def2-TZVPD.

The calculation puts the HOMO-LUMO gap at 10.5 eV. The HOMO energy is -9.4 eV. The SMILES is CC(C)CCN. The spin multiplicity is 1.

Each atom is followed by the atoms it is bonded to, with distances in Å.
Positions of all 19 atoms, in Å:
1 H 1.907 -0.828 -0.369  C14 1.150
2 C 0.019 -0.521 0.688  H3 1.132, H6 1.130, C10 1.534, C14 1.541
3 H -0.435 -0.383 1.715  C2 1.132
4 N 2.240 0.486 1.340  C14 1.525, H16 1.077, H19 1.063
5 H -2.443 1.423 -0.693  C12 1.096
6 H -0.334 -1.567 0.448  C2 1.130
7 H 0.923 -0.270 -1.916  C9 1.099
8 H -2.516 -0.403 -0.414  C12 1.150
9 C -0.155 -0.139 -1.752  H7 1.099, C10 1.524, H11 1.112, H15 1.139
10 C -0.502 0.443 -0.386  C2 1.534, C9 1.524, C12 1.542, H18 1.120
11 H -0.499 0.469 -2.617  C9 1.112
12 C -2.014 0.591 -0.123  H5 1.096, H8 1.150, C10 1.542, H13 1.131
13 H -2.377 0.832 0.920  C12 1.131
14 C 1.547 -0.721 0.717  H1 1.150, C2 1.541, N4 1.525, H17 1.123
15 H -0.598 -1.186 -1.805  C9 1.139
16 H 1.753 0.629 2.290  N4 1.077
17 H 1.778 -1.683 1.249  C14 1.123
18 H -0.149 1.478 -0.144  C10 1.120
19 H 1.856 1.350 0.853  N4 1.063

Mulliken atomic charge list, values in e, 5 entries: H 0.20; C -0.80; H 0.30; N -0.69; H 0.38

## b
Computed, not measured: an isolated molecule of C5H13N, with wB97M-V/def2-TZVPD.

The calculation puts the HOMO-LUMO gap at 9.3 eV. The HOMO energy is -8.1 eV. The SMILES is CCNC(C)C. The spin multiplicity is 1.

Each atom is followed by the atoms it is bonded to, with distances in Å.
Positions of all 19 atoms, in Å:
1 H -2.411 0.645 -0.147  C12 1.070
2 C 1.637 1.709 1.127  H8 1.092, H10 1.128, C11 1.495, H13 1.091
3 H 1.917 -0.441 1.268  C11 1.094
4 H 0.278 -2.170 -1.428  C5 1.094
5 C -0.729 -2.101 -1.009  H4 1.094, C9 1.537, H18 1.102, H19 1.105
6 H -0.919 -0.832 0.770  C9 1.109
7 N 0.608 -0.199 -0.182  C9 1.476, C11 1.483, H14 1.011
8 H 0.949 2.417 0.660  C2 1.092
9 C -0.764 -0.726 -0.323  C5 1.537, H6 1.109, N7 1.476, C12 1.533
10 H 1.713 2.048 2.200  C2 1.128
11 C 1.129 0.302 1.113  C2 1.495, H3 1.094, N7 1.483, H17 1.094
12 C -1.695 0.354 -0.886  H1 1.070, C9 1.533, H15 1.079, H16 1.096
13 H 2.613 1.970 0.715  C2 1.091
14 H 0.905 0.425 -0.920  N7 1.011
15 H -2.211 0.153 -1.812  C12 1.079
16 H -1.092 1.254 -1.057  C12 1.096
17 H 0.428 0.174 1.942  C11 1.094
18 H -0.876 -2.849 -0.213  C5 1.102
19 H -1.481 -2.131 -1.819  C5 1.105

Mulliken atomic charge list, values in e, 5 entries: H 0.28; C -1.17; H 0.26; H 0.31; C -1.14

The most stable of them is a.

## a
Computed, not measured: an isolated molecule of C4H10N2, with wB97M-V/def2-TZVPD.

The calculation puts the HOMO-LUMO gap at 9.2 eV. The HOMO energy is -8.0 eV. The SMILES is C1CNCCN1. The spin multiplicity is 1.

Each atom is followed by the atoms it is bonded to, with distances in Å.
Positions of all 16 atoms, in Å:
1 C -0.869 -1.005 -0.285  H2 1.232, C4 1.411, H8 1.080, N16 1.274
2 H -0.754 -0.711 -1.476  C1 1.232
3 H 1.584 1.646 -0.237  C10 1.227
4 C -1.378 0.200 0.243  C1 1.411, N7 1.411, H11 1.156, H13 1.159
5 H 0.165 -1.206 1.034  N16 0.981
6 H 0.843 0.980 1.435  C10 1.151
7 N -0.575 1.247 -0.256  C4 1.411, C10 1.499, H14 0.999
8 H -1.591 -1.754 0.005  C1 1.080
9 H 2.419 -0.604 0.287  C12 1.168
10 C 0.775 0.888 0.289  H3 1.227, H6 1.151, N7 1.499, C12 1.424
11 H -2.487 0.482 0.078  C4 1.156
12 C 1.383 -0.314 -0.170  H9 1.168, C10 1.424, H15 1.113, N16 1.504
13 H -1.155 0.066 1.372  C4 1.159
14 H -0.443 1.567 -1.193  N7 0.999
15 H 1.773 -0.146 -1.198  C12 1.113
16 N 0.308 -1.338 0.072  C1 1.274, H5 0.981, C12 1.504

Mulliken atomic charge list, values in e, 5 entries: C -0.36; H 0.21; H 0.27; C -0.74; H 0.22

## b
Computed, not measured: an isolated molecule of C4H10N2, with wB97M-V/def2-TZVPD.

The calculation puts the HOMO-LUMO gap at 9.5 eV. The HOMO energy is -8.5 eV. The SMILES is C[C@@]1(N)C[C@H]1N. The spin multiplicity is 1.

Each atom is followed by the atoms it is bonded to, with distances in Å.
Positions of all 16 atoms, in Å:
1 H 2.416 -0.015 -0.667  N4 1.032
2 H 0.430 -1.373 -1.256  C7 1.129
3 H 1.196 -1.208 1.219  C9 1.140
4 N 1.923 0.879 -0.522  H1 1.032, H8 1.034, C13 1.504
5 H 0.433 1.790 0.578  C13 1.084
6 N -1.843 0.453 0.485  H14 1.025, C15 1.454, H16 1.081
7 C -0.619 -1.091 -0.951  H2 1.129, H11 1.069, H12 1.100, C15 1.517
8 H 1.492 1.026 -1.450  N4 1.034
9 C 0.454 -0.351 1.339  H3 1.140, H10 1.090, C13 1.509, C15 1.545
10 H 0.205 -0.033 2.351  C9 1.090
11 H -1.131 -0.779 -1.837  C7 1.069
12 H -1.126 -2.035 -0.703  C7 1.100
13 C 0.708 0.766 0.356  N4 1.504, H5 1.084, C9 1.509, C15 1.505
14 H -1.775 1.102 1.275  N6 1.025
15 C -0.525 -0.078 0.175  N6 1.454, C7 1.517, C9 1.545, C13 1.505
16 H -2.237 0.947 -0.392  N6 1.081

Mulliken atomic charge list, values in e, 5 entries: H 0.30; H 0.26; H 0.22; N -0.70; H 0.33

## c
Computed, not measured: a cluster of 3 separate species, C4H10N2 in total, with wB97M-V/def2-TZVPD.

The calculation puts the HOMO-LUMO gap at 3.5 eV. The HOMO energy is -7.1 eV. The spin multiplicity is 1.

Each atom is followed by the atoms it is bonded to, with distances in Å.
Positions of all 16 atoms, in Å:
1 C -0.559 -1.659 0.366  H4 1.102, H9 1.111, H11 1.122, H13 1.113
2 C 2.503 -0.134 -1.636  H5 1.067, N7 1.338, H14 1.092
3 C -0.608 1.569 -0.205  C12 1.369, H15 1.113, H16 1.054
4 H -1.257 -0.867 0.050  C1 1.102
5 H 2.371 -0.194 -2.693  C2 1.067
6 H 0.216 1.070 1.763  C12 1.091
7 N 2.033 -1.127 -0.872  C2 1.338
8 H -2.591 0.753 1.464  N10 0.959
9 H -0.500 -2.422 -0.439  C1 1.111
10 N -1.720 0.836 1.856  H8 0.959, C12 1.353
11 H -0.997 -2.125 1.288  C1 1.122
12 C -0.650 1.206 1.114  C3 1.369, H6 1.091, N10 1.353
13 H 0.359 -1.045 0.506  C1 1.113
14 H 2.637 0.847 -1.176  C2 1.092
15 H 0.341 1.650 -0.780  C3 1.113
16 H -1.579 1.644 -0.608  C3 1.054

Mulliken atomic charge list, values in e, 5 entries: C -0.71; C -0.35; C -0.28; H 0.07; H 0.29

The most stable of them is b.

## a
Computed, not measured: an isolated molecule of C4H10N2, with wB97M-V/def2-TZVPD.

The calculation puts the HOMO-LUMO gap at 9.9 eV. The HOMO energy is -8.8 eV. The SMILES is N[C@@H]1CCNC1. The spin multiplicity is 1.

Each atom is followed by the atoms it is bonded to, with distances in Å.
Positions of all 16 atoms, in Å:
1 C 1.131 1.164 -0.586  N6 1.542, C9 1.686, H13 1.287, H15 1.312
2 H 1.160 -0.258 1.426  C9 1.210
3 H 1.967 -1.113 -0.040  C9 1.220
4 H -0.261 -0.936 -1.293  C12 1.152
5 N -0.745 -2.066 0.566  H10 1.145, C12 1.495, H14 1.039
6 N -0.380 1.317 -0.856  C1 1.542, H8 1.057, C11 1.512
7 H -0.808 0.754 1.226  C11 1.116
8 H -0.736 2.308 -0.954  N6 1.057
9 C 1.082 -0.315 0.220  C1 1.686, H2 1.210, H3 1.220, C12 1.556
10 H -0.405 -1.961 1.655  N5 1.145
11 C -1.073 0.464 0.182  N6 1.512, H7 1.116, C12 1.510, H16 1.183
12 C -0.344 -0.816 -0.150  H4 1.152, N5 1.495, C9 1.556, C11 1.510
13 H 1.800 2.107 -0.019  C1 1.287
14 H -1.773 -2.082 0.421  N5 1.039
15 H 1.622 1.079 -1.799  C1 1.312
16 H -2.238 0.355 0.001  C11 1.183

Mulliken atomic charge list, values in e, 5 entries: C -0.42; H 0.28; H 0.27; H 0.29; N -0.62

## b
Computed, not measured: an isolated molecule of C4H10N2, with wB97M-V/def2-TZVPD.

The calculation puts the HOMO-LUMO gap at 10.6 eV. The HOMO energy is -9.6 eV. The SMILES is C=C[C@@H](N)CN. The spin multiplicity is 1.

Each atom is followed by the atoms it is bonded to, with distances in Å.
Positions of all 16 atoms, in Å:
1 H 2.692 -0.931 0.234  N4 1.018
2 N -0.708 1.879 0.015  C5 1.450, H7 1.181, H14 1.073
3 C -1.259 -0.416 -0.700  C5 1.512, H6 1.049, C11 1.383
4 N 1.963 -0.682 -0.432  H1 1.018, H8 1.070, C9 1.514
5 C -0.190 0.639 -0.528  N2 1.450, C3 1.512, C9 1.472, H13 1.095
6 H -1.966 -0.143 -1.425  C3 1.049
7 H 0.293 2.385 0.385  N2 1.181
8 H 1.252 -1.474 -0.537  N4 1.070
9 C 1.004 0.272 0.248  N4 1.514, C5 1.472, H12 1.133, H15 1.130
10 H -2.166 -2.218 0.349  C11 1.133
11 C -1.424 -1.363 0.293  C3 1.383, H10 1.133, H16 1.139
12 H 0.742 0.082 1.334  C9 1.133
13 H 0.211 0.782 -1.537  C5 1.095
14 H -1.236 1.473 0.856  N2 1.073
15 H 1.498 1.288 0.292  C9 1.130
16 H -0.706 -1.573 1.152  C11 1.139

Mulliken atomic charge list, values in e, 5 entries: H 0.25; N -0.67; C -0.50; N -0.66; C 0.19

## c
Computed, not measured: a cluster of 2 separate species, C4H10N2 in total, with wB97M-V/def2-TZVPD.

The calculation puts the HOMO-LUMO gap at 8.8 eV. The HOMO energy is -7.9 eV. The SMILES is C=CN.C=CN. The spin multiplicity is 1.

Each atom is followed by the atoms it is bonded to, with distances in Å.
Positions of all 16 atoms, in Å:
1 H -2.359 -1.238 -1.394  N9 0.993
2 C -2.508 -0.614 1.064  H5 1.084, H14 1.083, C16 1.352
3 C 2.619 0.072 -0.150  N4 1.391, C7 1.336, H12 1.084
4 N 2.673 0.166 1.236  C3 1.391, H13 1.006, H15 1.008
5 H -3.377 -1.261 1.005  C2 1.084
6 H 1.367 1.738 -0.530  C7 1.080
7 C 1.825 0.835 -0.907  C3 1.336, H6 1.080, H10 1.082
8 H -1.691 1.120 0.061  C16 1.085
9 N -2.395 -0.248 -1.321  H1 0.993, H11 1.001, C16 1.398
10 H 1.711 0.565 -1.949  C7 1.082
11 H -1.977 0.373 -1.987  N9 1.001
12 H 3.181 -0.777 -0.524  C3 1.084
13 H 1.854 0.457 1.743  N4 1.006
14 H -1.812 -0.711 1.887  C2 1.083
15 H 3.032 -0.613 1.765  N4 1.008
16 C -2.145 0.136 0.000  C2 1.352, H8 1.085, N9 1.398

Mulliken atomic charge list, values in e, 5 entries: H 0.26; C -0.84; C 0.13; N -0.53; H 0.29

The most stable of them is c.